Density functional theory data (ωB97M-V/def2-TZVPD) for a 2-piece molecular cluster, CH4NO4P overall.

Charge: -2
Strongest force on any atom: 0.0635 Eh/bohr
HOMO level: 1.436 eV
ΔE to the lowest compared entry with this formula, charge and spin: 281.0 kJ/mol
DFT total energy: -20068.9386 eV
Multiplicity: 1

XYZ file:
```
11
CH4NO4P ωB97M-V/def2-TZVPD
C 0.878 1.176 -0.959
N 0.496 1.517 0.384
O -0.311 -2.954 1.113
O -2.232 -1.404 1.845
O -1.581 -1.496 -0.572
O 1.075 0.530 1.223
P -1.183 -1.799 0.821
H 0.361 1.548 -1.906
H 1.960 1.373 -1.196
H 0.978 0.125 -1.245
H -0.442 1.384 0.491
```

***

Density functional theory data (ωB97M-V/def2-TZVPD) for C32H30BrGaN4O3 as an isolated structure.

Charge: +2
Strongest force on any atom: 0.0142 Eh/bohr
HOMO level: -13.499 eV
DFT total energy: -168182.9257 eV
Multiplicity: 1

XYZ file:
```
71
C32H30BrGaN4O3 ωB97M-V/def2-TZVPD
Ga 0.283 -0.344 0.206
C 1.552 2.808 1.404
C 2.495 1.991 0.583
C 3.707 2.575 0.207
C 4.601 1.894 -0.588
C 4.287 0.602 -0.982
C 3.093 0.057 -0.556
N 2.194 0.734 0.197
C 2.724 -1.337 -0.896
C 3.563 -2.234 -1.536
C 3.119 -3.530 -1.748
C 1.906 -3.936 -1.218
C 1.144 -3.013 -0.523
N 1.522 -1.725 -0.461
C 0.041 -3.389 0.387
C -0.734 -4.520 0.234
C -1.587 -4.856 1.279
C -1.594 -4.072 2.414
C -0.802 -2.923 2.477
C -0.803 -2.063 3.700
N -0.014 -2.582 1.459
H 2.000 3.778 1.601
H 1.332 2.319 2.350
H 0.604 2.958 0.890
H 3.925 3.576 0.546
H 5.527 2.354 -0.898
H 4.966 0.041 -1.603
H 4.550 -1.941 -1.855
H 3.751 -4.240 -2.264
H 1.595 -4.968 -1.267
H -0.678 -5.122 -0.661
H -2.220 -5.729 1.209
H -2.211 -4.334 3.262
H -0.620 -2.678 4.581
H -1.773 -1.585 3.840
H -0.031 -1.300 3.644
O 1.511 -0.514 -3.704
C 0.819 0.517 -4.408
C 1.221 1.901 -3.928
C 1.073 2.097 -2.407
C -0.349 1.812 -2.029
C -1.298 2.714 -2.499
C -2.634 2.378 -2.546
C -2.989 1.095 -2.163
C -2.027 0.286 -1.603
N -0.735 0.654 -1.430
H 2.347 -0.664 -4.158
H -0.246 0.339 -4.238
H 0.993 0.422 -5.481
H 0.590 2.629 -4.443
H 2.252 2.124 -4.212
H 1.307 3.137 -2.180
H 1.777 1.464 -1.882
H -0.954 3.659 -2.894
H -3.369 3.073 -2.927
H -3.998 0.726 -2.266
H -2.296 -0.697 -1.262
Br -5.770 2.725 5.313
C -4.462 1.984 4.192
C -3.151 2.445 4.276
C -2.190 1.901 3.448
C -2.538 0.897 2.544
C -3.854 0.440 2.469
C -4.821 0.985 3.291
C -1.529 0.312 1.671
O -1.750 -0.655 0.907
O -0.326 0.781 1.633
H -2.896 3.218 4.985
H -1.168 2.248 3.502
H -4.112 -0.344 1.770
H -5.844 0.643 3.244
```